Density functional theory data (wB97M-V/def2-TZVPD) for the molecule C14H14N2O3S.

Properties
Total energy ... -1275.336796 Eh
Structure (SMILES) ... NC(=O)c1ccccc1SCC(=O)NCc1ccco1
HOMO-LUMO gap ... 9.030 eV

Last column: natural (NBO) charge in e.
Positions of all 34 atoms, in Å:
N1 -1.438 -2.387 1.318  -0.8123
C1 -1.205 -2.647 0.021  0.6532
O1 -1.381 -3.735 -0.487  -0.6165
C2 -0.649 -1.496 -0.773  -0.1693
C3 0.527 -1.710 -1.483  -0.1642
C4 1.084 -0.707 -2.253  -0.2078
C5 0.461 0.528 -2.334  -0.1932
C6 -0.728 0.744 -1.664  -0.2586
C7 -1.281 -0.261 -0.881  -0.0822
S1 -2.852 0.030 -0.081  0.2525
C8 -2.389 1.478 0.951  -0.6138
C9 -1.059 1.191 1.611  0.6818
O2 -0.903 0.266 2.385  -0.6582
N2 -0.063 2.031 1.268  -0.5898
C10 1.291 1.866 1.767  -0.2805
C11 2.245 1.463 0.690  0.2616
C12 2.851 2.182 -0.299  -0.3078
C13 3.657 1.266 -1.016  -0.3200
C14 3.475 0.061 -0.412  0.1012
O3 2.622 0.171 0.616  -0.3894
H1 -1.275 -1.487 1.750  0.4307
H2 -1.810 -3.129 1.889  0.3982
H3 0.993 -2.681 -1.420  0.2298
H4 1.997 -0.887 -2.800  0.2182
H5 0.888 1.315 -2.937  0.2154
H6 -1.244 1.688 -1.764  0.2109
H7 -2.381 2.383 0.345  0.2116
H8 -3.174 1.540 1.703  0.2592
H9 -0.211 2.739 0.568  0.4003
H10 1.616 2.806 2.225  0.2151
H11 1.250 1.079 2.524  0.2631
H12 2.749 3.232 -0.486  0.2235
H13 4.282 1.480 -1.858  0.2296
H14 3.886 -0.909 -0.606  0.2078